No. 1
The following is a DFT calculation (ωB97M-V with the def2-TZVPD basis set) of a gas-phase ion, C7H13BrN3 (charge +1) in a non-equilibrium geometry.

Last columns: bonded neighbours and bond lengths (Å).
CARTESIAN COORDINATES (ANGSTROEM)
1 C -2.8392 1.1199 -0.7216  C2 1.383, N9 1.369, H12 1.007
2 C -2.8841 1.3312 0.6442  C1 1.383, N8 1.379, Br11 1.928
3 C -0.8039 0.9141 0.1227  C6 1.459, N8 1.366, N9 1.328
4 C 0.1832 -1.9320 -0.8577  C7 1.461, H13 1.047, H14 1.152, H15 1.098
5 C 2.5781 -1.1549 -0.4735  C7 1.556, H16 1.064, H17 0.994, H18 1.037
6 C 0.6239 0.6185 0.1659  C3 1.459, C7 1.816, N10 1.463, H19 1.021
7 C 1.0846 -1.1268 -0.0367  C4 1.461, C5 1.556, C6 1.816, H20 1.096
8 N -1.6170 1.2176 1.1772  C2 1.379, C3 1.366, H21 0.972
9 N -1.5349 0.7952 -0.9794  C1 1.369, C3 1.328, H22 0.997
10 N 1.1071 1.0768 1.4686  C6 1.463, H23 1.019, H24 1.135
11 Br -4.2974 1.8680 1.8413  C2 1.928
12 H -3.4727 1.2858 -1.4869  C1 1.007
13 H -0.6296 -2.3579 -0.3539  C4 1.047
14 H -0.1796 -1.4165 -1.8222  C4 1.152
15 H 0.7919 -2.7814 -1.1936  C4 1.098
16 H 2.6609 -1.0819 -1.5319  C5 1.064
17 H 2.9584 -2.0462 -0.2540  C5 0.994
18 H 3.1907 -0.4066 -0.0991  C5 1.037
19 H 1.1465 1.1996 -0.4906  C6 1.021
20 H 1.1298 -1.3341 1.0383  C7 1.096
21 H -1.3790 1.5060 2.0745  N8 0.972
22 H -1.1921 0.7285 -1.9131  N9 0.997
23 H 1.9555 1.6389 1.4088  N10 1.019
24 H 1.4188 0.3385 2.2727  N10 1.135

Its net charge is +1. The spin multiplicity is 3. The value obtained for the total energy is -81970.6092 eV.


No. 2
The following is a DFT calculation (ωB97M-V with the def2-TZVPD basis set) of 7 unconnected molecules or ions with the total composition C7H13Cl15 in a non-equilibrium geometry.

Last columns: bonded neighbours and bond lengths (Å).
CARTESIAN COORDINATES (ANGSTROEM)
1 C 0.3569 -0.0056 1.2561  Cl2 1.751, Cl3 1.872, Cl4 1.802, H5 1.090
2 Cl 0.2039 1.7349 1.1416  C1 1.751
3 Cl 0.5931 -0.7835 -0.4304  C1 1.872
4 Cl -1.1004 -0.6312 2.1115  C1 1.802
5 H 1.2537 -0.2868 1.8082  C1 1.090
6 C -4.9458 0.0683 2.1091  Cl7 1.758, Cl8 1.779, H9 1.090, H10 1.090
7 Cl -5.0040 1.8021 1.8254  C6 1.758
8 Cl -5.2649 -0.7978 0.5883  C6 1.779
9 H -3.9419 -0.2117 2.4283  C6 1.090
10 H -5.6604 -0.2399 2.8722  C6 1.090
11 C -1.5570 1.9159 -2.0800  Cl12 1.832, Cl13 1.755, H14 1.090, H15 1.090
12 Cl -2.7109 0.8209 -1.1714  C11 1.832
13 Cl -0.6596 0.9818 -3.2637  C11 1.755
14 H -2.1319 2.6915 -2.5861  C11 1.090
15 H -0.8928 2.3139 -1.3128  C11 1.090
16 C 2.4843 4.5316 2.4014  Cl17 1.787, Cl18 1.764, H19 1.090, H20 1.090
17 Cl 2.4120 5.5205 3.8881  C16 1.787
18 Cl 4.1315 4.1333 1.9106  C16 1.764
19 H 1.8570 3.6432 2.4744  C16 1.090
20 H 2.1664 5.1751 1.5810  C16 1.090
21 C 1.7403 -2.4686 -3.4527  Cl22 1.815, Cl23 1.814, H24 1.090, H25 1.090
22 Cl 2.9506 -1.3230 -4.1708  C21 1.815
23 Cl 2.4697 -3.4299 -2.0977  C21 1.814
24 H 0.8471 -1.9794 -3.0642  C21 1.090
25 H 1.3411 -3.1233 -4.2274  C21 1.090
26 C 3.9869 -1.1601 0.8757  Cl27 1.761, Cl28 1.791, H29 1.090, H30 1.090
27 Cl 3.7703 0.5229 1.3480  C26 1.761
28 Cl 3.2308 -2.2916 2.0407  C26 1.791
29 H 3.4971 -1.2746 -0.0913  C26 1.090
30 H 5.0475 -1.4090 0.8405  C26 1.090
31 C -2.0613 -2.7331 -1.0516  Cl32 1.824, Cl33 1.780, H34 1.090, H35 1.090
32 Cl -3.6516 -3.3275 -1.7191  C31 1.824
33 Cl -0.8905 -4.0679 -1.1705  C31 1.780
34 H -1.6660 -1.8773 -1.5989  C31 1.090
35 H -2.2011 -2.4339 -0.0128  C31 1.090

Its net charge is +1. The spin multiplicity is 2. The value obtained for the total energy is -195295.4629 eV.


No. 3
The following is a DFT calculation (ωB97M-V with the def2-TZVPD basis set) of 2 unconnected molecules or ions with the total composition C7H13ClN2O2 in a non-equilibrium geometry.

Last columns: bonded neighbours and bond lengths (Å).
CARTESIAN COORDINATES (ANGSTROEM)
1 C -1.9922 -1.3438 3.3411  C2 1.171, H13 0.990
2 C -1.1810 -2.1235 3.0171  C1 1.171, Cl12 1.651
3 C -0.5464 -1.5276 -0.2808  C7 1.555, H15 1.095, H16 1.184, H17 1.170
4 C 0.1842 0.9343 -2.1549  N8 1.520, H18 1.128, H19 1.084, H20 1.100
5 C 1.9734 1.2885 -0.5161  N8 1.495, H21 1.051, H22 1.089, H23 1.179
6 C -0.4737 0.5265 1.0490  C7 1.549, N9 1.267, H24 1.021
7 C 0.3743 -0.3245 0.0706  C3 1.555, C6 1.549, N8 1.448, H25 1.089
8 N 1.0267 0.2754 -1.0744  C4 1.520, C5 1.495, C7 1.448
9 N -0.1683 0.7945 2.2493  C6 1.267, O10 1.360, O11 1.247
10 O -1.0078 1.6309 2.9160  N9 1.360, H14 0.990
11 O 0.8029 0.4058 2.9287  N9 1.247
12 Cl -0.1108 -3.3670 2.8318  C2 1.651
13 H -2.6530 -0.6286 3.5218  C1 0.990
14 H -0.6696 1.4689 3.8319  O10 0.990
15 H -0.4767 -2.0236 0.6935  C3 1.095
16 H -1.5545 -1.0433 -0.6700  C3 1.184
17 H 0.0385 -2.1544 -1.0769  C3 1.170
18 H -0.4090 1.8472 -1.8589  C4 1.128
19 H 0.7379 1.1285 -3.0666  C4 1.084
20 H -0.4797 0.0865 -2.3785  C4 1.100
21 H 1.5481 2.1982 -0.2055  C5 1.051
22 H 2.4732 0.9238 0.3803  C5 1.089
23 H 2.7337 1.3315 -1.4161  C5 1.179
24 H -1.3147 0.9460 0.6488  C6 1.021
25 H 1.3014 -0.6393 0.5484  C7 1.089

The SMILES is C[C@H](/C=[N+](\[O-])O)N(C)C.C#CCl. The spin multiplicity is 1. The value obtained for the total energy is -27059.7968 eV.


No. 4
The following is a DFT calculation (ωB97M-V with the def2-TZVPD basis set) of 2 unconnected molecules or ions with the total composition C7H13ClO3S in a non-equilibrium geometry.

Last columns: bonded neighbours and bond lengths (Å).
CARTESIAN COORDINATES (ANGSTROEM)
1 C -1.8896 1.0404 -1.7782  O10 1.277, S11 1.880, Cl12 1.726
2 C 1.1067 -2.7013 2.7818  C4 1.573, H13 1.145, H14 1.011, H15 1.097
3 C 0.3641 1.8574 -1.4384  C5 1.483, H16 1.057, H17 1.077
4 C 1.2222 -2.2057 1.2937  C2 1.573, C6 1.489, H18 1.090, H19 1.145
5 C 0.5949 1.3601 -0.0602  C3 1.483, C7 1.532, H20 1.097, H21 1.042
6 C 0.7859 -0.7848 1.2154  C4 1.489, C7 1.518, H22 1.196, H23 1.092
7 C 0.9058 -0.1375 -0.1527  C5 1.532, C6 1.518, H24 1.060, H25 0.999
8 O -2.3009 2.8842 -3.9550  S11 1.400
9 O -4.0596 2.6252 -2.3037  S11 1.407
10 O -2.5156 0.5910 -2.7963  C1 1.277, S11 1.887
11 S -2.7149 2.4647 -2.6854  C1 1.880, O8 1.400, O9 1.407, O10 1.887
12 Cl -2.5534 0.8260 -0.1990  C1 1.726
13 H 2.0309 -2.2695 3.3027  C2 1.145
14 H 0.2724 -2.4515 3.2958  C2 1.011
15 H 1.1773 -3.7758 2.5742  C2 1.097
16 H -0.2275 2.6598 -1.7899  C3 1.057
17 H 1.0608 1.5425 -2.1972  C3 1.077
18 H 0.5158 -2.8583 0.7810  C4 1.090
19 H 2.3346 -2.3244 1.0492  C4 1.145
20 H 1.3221 1.8884 0.5686  C5 1.097
21 H -0.3450 1.5047 0.3660  C5 1.042
22 H -0.3405 -0.6439 1.5905  C6 1.196
23 H 1.3814 -0.2172 1.9341  C6 1.092
24 H 0.1216 -0.5003 -0.7668  C7 1.060
25 H 1.7504 -0.3742 -0.6302  C7 0.999

The spin multiplicity is 1. The value obtained for the total energy is -36963.0634 eV.


No. 5
The following is a DFT calculation (ωB97M-V with the def2-TZVPD basis set) of 2 unconnected molecules or ions with the total composition C7H13F3INO4 in a non-equilibrium geometry.

Last columns: bonded neighbours and bond lengths (Å).
CARTESIAN COORDINATES (ANGSTROEM)
1 C 0.7510 -2.8048 -0.1219  N2 1.524, H13 1.145, H14 1.141, H15 1.133
2 N 0.2940 -1.3674 -0.3395  C1 1.524, C3 1.512, C7 1.514, H16 1.034
3 C -1.1798 -1.3177 -0.6731  N2 1.512, C4 1.611, H17 1.146, H18 1.146
4 C -2.0457 -0.4690 0.3873  C3 1.611, C5 1.618, H19 1.143, H20 1.149
5 C -2.6225 0.8833 -0.2891  C4 1.618, I6 2.196, H21 1.146, H22 1.146
6 I -3.9935 0.4546 -1.9501  C5 2.196
7 C 1.1740 -0.8089 -1.4373  N2 1.514, O8 1.427, H23 1.149, H24 1.149
8 O 2.5090 -0.5405 -1.0107  C7 1.427, C9 1.400
9 C 2.5968 0.7126 -0.3936  O8 1.400, F10 1.412, F11 1.390, F12 1.391
10 F 3.9741 0.9799 -0.2346  C9 1.412
11 F 2.0865 1.7749 -1.1304  C9 1.390
12 F 2.0391 0.7550 0.8799  C9 1.391
13 H 1.8576 -2.7457 0.1654  C1 1.145
14 H 0.1483 -3.2069 0.7589  C1 1.141
15 H 0.5852 -3.4480 -1.0399  C1 1.133
16 H 0.4141 -0.8960 0.5723  N2 1.034
17 H -1.5741 -2.3941 -0.6804  C3 1.146
18 H -1.3141 -0.9152 -1.7379  C3 1.146
19 H -2.8838 -1.1288 0.7967  C4 1.143
20 H -1.4288 -0.1173 1.2908  C4 1.149
21 H -3.1385 1.4922 0.5330  C5 1.146
22 H -1.7613 1.4840 -0.7488  C5 1.146
23 H 0.6744 0.0589 -1.9997  C7 1.149
24 H 1.2497 -1.6466 -2.2199  C7 1.149
25 C 0.2250 3.2994 2.4281  O26 1.266, O27 1.372, O28 1.240
26 O 0.8796 2.4300 3.0741  C25 1.266
27 O 0.1489 2.9766 1.0966  C25 1.372, H29 0.974
28 O -0.3344 4.3418 2.7985  C25 1.240
29 H 0.6695 2.1637 1.2253  O27 0.974

The spin multiplicity is 1. The value obtained for the total energy is -33399.5754 eV.


No. 6
The following is a DFT calculation (ωB97M-V with the def2-TZVPD basis set) of C7H13N in the gas phase in a non-equilibrium geometry.

Last columns: bonded neighbours and bond lengths (Å).
CARTESIAN COORDINATES (ANGSTROEM)
1 C 0.0315 2.1054 1.2665  C2 1.609, N8 1.422, H9 1.241, H10 1.229
2 C -0.4773 1.4493 -0.1120  C1 1.609, C3 1.493, H11 1.074, H12 1.180
3 C -0.5442 -0.0395 -0.2026  C2 1.493, C4 1.348, C7 1.458
4 C -1.7697 -0.5119 -0.5043  C3 1.348, H13 1.043, H14 1.042
5 C 1.6691 -3.1261 -0.9762  C6 1.535, H15 1.107, H16 1.126, H17 1.064
6 C 1.2194 -1.6595 -1.0240  C5 1.535, C7 1.335, H18 1.090
7 C 0.4043 -1.1423 -0.1023  C3 1.458, C6 1.335, H19 1.111
8 N -0.8695 3.1016 1.7342  C1 1.422, H20 0.954, H21 0.987
9 H 0.2816 1.1068 1.9600  C1 1.241
10 H 1.0478 2.7143 0.9398  C1 1.229
11 H 0.2810 1.8310 -0.7698  C2 1.074
12 H -1.4247 1.8737 -0.6726  C2 1.180
13 H -2.6538 0.0409 -0.5049  C4 1.043
14 H -1.8014 -1.5492 -0.5963  C4 1.042
15 H 2.7699 -3.1160 -1.0977  C5 1.107
16 H 1.3008 -3.6630 -1.8953  C5 1.126
17 H 1.2447 -3.7637 -0.2373  C5 1.064
18 H 1.5784 -0.9909 -1.8064  C6 1.090
19 H 0.1543 -1.5904 0.8827  C7 1.111
20 H -0.6194 4.0184 1.8150  N8 0.954
21 H -1.8226 2.9112 1.9036  N8 0.987

The SMILES is C=C(/C=C/C)CCN. The spin multiplicity is 1. The value obtained for the total energy is -8956.1952 eV.


Q: Which formula does entry 1 have?
A: C7H13BrN3


Q: What is the spin multiplicity in the third record?
A: 1